Density functional theory data (ωB97M-V with the def2-TZVPD basis set) for C37H48BCrIN6O4S3Si as an isolated structure at a distorted geometry.

Summary:
Charge: -2
Spin multiplicity: 5
LUMO (alpha / beta) in eV: 3.78 / 3.77
F_max in eV Å⁻¹: 1.63
Expectation value of S²: 6.05
HOMO-LUMO gap (alpha / beta) in eV: 3.22 / 5.96
HOMO (alpha / beta) in Ha: 0.020 / -0.081

The geometry in XYZ format:
```
102
Properties=species:S:1:pos:R:3:forces:R:3:lowdin_spin:R:1
H -0.92054 -5.17536 -0.00196 0.234 0.047 0.062 0.005
H -0.83049 1.60324 1.82376 0.273 0.205 0.065 0.000
C -4.67343 -3.22419 1.00710 0.394 0.116 -0.077 0.001
H -5.59975 -2.87042 1.41211 -0.136 0.127 0.072 0.000
H -2.24437 -3.51067 -2.46213 -0.046 0.000 0.025 0.000
B -0.07606 -1.11147 -0.79960 0.000 -0.068 -0.239 -0.024
C 0.89877 -4.86819 1.58553 0.070 0.046 -0.205 0.072
C -1.73239 2.01084 -1.30331 0.058 -0.072 -0.066 -0.001
H 1.19980 -3.25291 0.21605 0.063 0.012 -0.037 0.006
N -0.00582 -2.66883 1.81686 0.005 0.141 0.007 0.235
C -0.93979 -1.84897 -2.82381 -0.014 0.002 -0.078 -0.004
C 3.18151 -1.12620 1.57078 -0.296 0.168 -0.111 0.031
O 1.01234 -1.27914 -1.65782 0.089 -0.145 0.054 -0.003
H 2.73286 4.77190 -0.55781 0.079 -0.035 -0.043 0.000
C 0.22347 1.41321 4.95560 0.057 -0.048 -0.068 0.000
H 5.68402 1.45719 -3.09672 0.011 0.000 -0.008 0.000
H -0.53090 0.96892 5.60791 -0.074 -0.046 0.046 0.000
C 0.27127 -5.35941 2.74478 -0.005 -0.150 0.010 0.294
O 0.33241 1.31778 0.85821 0.826 -0.444 -0.271 0.023
H 1.39151 -3.50424 -3.00219 -0.019 -0.074 0.065 0.000
C 0.80648 -0.19376 -3.77130 -0.024 -0.134 0.049 0.000
H -0.83206 4.84190 0.73789 -0.078 0.033 -0.086 0.000
H 1.79724 2.89741 2.58369 -0.049 -0.093 0.098 0.000
H -3.68710 3.39791 -3.69755 -0.007 0.000 -0.004 0.000
C 1.42861 -2.60105 -3.60391 -0.076 0.128 -0.022 0.000
C 0.79546 0.33492 4.02650 0.097 0.033 0.131 0.008
H 3.40705 1.23390 0.49930 -0.017 -0.071 0.149 0.000
C -2.82965 2.20338 -2.13139 -0.056 -0.035 -0.051 0.000
C -0.61464 2.84560 -1.35534 0.098 -0.053 0.062 0.000
H 2.23302 -0.40667 5.49691 0.076 0.032 0.058 0.000
I 2.03117 -6.19773 0.39621 -0.026 0.020 0.023 0.021
C -1.73538 4.08739 -3.12234 0.000 0.084 -0.074 0.000
C -2.74543 -4.53213 0.35491 -0.025 0.001 0.030 0.001
C 2.18418 3.70561 1.96729 0.030 -0.005 -0.036 0.000
H -1.80053 -0.14248 -3.84967 0.006 0.108 0.018 0.000
H 1.10840 -2.83829 -4.62111 -0.026 -0.010 -0.057 0.000
H 1.86711 0.05164 -3.71981 -0.012 -0.002 0.013 0.000
N -1.87045 -5.52362 -0.00991 -0.195 -0.174 -0.116 0.008
H 2.18125 5.98428 0.60421 0.017 0.041 0.035 0.000
H 3.74472 2.47475 -4.25405 -0.002 0.003 -0.003 0.000
C 1.44189 -0.78574 4.84541 -0.039 0.071 -0.014 0.003
H -1.24209 -2.37417 3.43913 -0.036 0.060 0.082 0.004
H 1.64971 2.84644 -3.04752 -0.045 0.022 -0.025 0.000
C -1.20381 -3.35138 -2.74112 0.018 0.106 -0.038 0.001
H 0.51636 -0.28876 -4.82063 -0.014 -0.008 -0.029 0.000
H -2.89938 -1.50144 -3.61145 -0.040 -0.011 0.016 0.000
C 2.36407 2.10033 -1.16324 -0.110 -0.001 0.073 0.001
S -4.33513 1.31962 1.19071 0.001 -0.087 0.067 0.000
H 1.00114 1.86790 5.57489 0.064 0.030 0.053 0.000
H -1.94676 -6.37009 0.53562 0.049 0.072 0.007 0.004
H -0.58638 -3.81006 -1.97278 0.074 -0.033 0.075 0.001
N 2.05713 -0.87372 1.38524 0.591 -0.177 0.079 -0.018
C 0.73167 -3.59362 1.12896 0.149 -0.192 -0.129 0.104
H 0.49577 -6.32809 3.16043 0.010 -0.059 0.024 0.031
H 2.35781 4.57804 2.60876 0.011 0.053 0.039 0.000
C -4.61783 -0.32330 0.76382 0.375 -0.188 -0.048 0.000
H 1.59991 0.80794 3.43294 0.038 0.023 -0.001 0.000
C 4.76381 1.64649 -2.55583 0.071 -0.023 -0.034 0.000
H 3.14992 3.38947 1.57407 0.093 -0.036 -0.036 0.000
H 5.47595 0.81637 -0.70187 0.039 -0.015 0.031 0.000
C 0.57210 -1.49313 -3.00111 0.008 -0.008 -0.130 -0.003
H -1.72729 1.17359 -0.62082 0.043 -0.035 -0.128 -0.001
N -2.45651 -3.27503 0.35519 0.004 -0.115 -0.129 0.003
H 1.16144 5.54933 -0.75977 -0.073 0.043 -0.091 0.000
H -0.44940 3.98452 2.23817 -0.031 -0.078 0.121 0.000
H -3.67216 1.52566 -2.06427 -0.010 -0.016 0.006 0.000
H -0.26207 2.19374 4.36882 -0.019 0.040 -0.049 0.000
C -3.47438 -1.05601 0.88783 -0.550 0.160 -0.156 0.000
H -1.11882 -4.67207 4.28374 -0.012 0.010 0.023 0.002
C -0.05199 4.65125 1.47666 0.037 -0.018 0.010 0.000
C 3.67829 2.21613 -3.20262 -0.012 0.044 -0.063 0.000
C 3.47322 1.53270 -0.53478 0.019 -0.042 0.002 0.000
C 2.49424 2.43226 -2.51133 -0.020 0.084 -0.016 0.000
H 0.25152 0.63094 -3.32282 -0.036 0.021 0.025 0.000
H -1.72436 4.90135 -3.83939 0.003 0.000 0.005 0.000
H -2.06826 2.79343 1.70193 -0.033 -0.081 0.006 0.000
H 1.86845 -1.53606 4.18238 0.022 -0.043 -0.067 0.000
C -2.83549 3.24545 -3.04430 -0.064 -0.013 -0.029 0.000
H 0.67895 -1.27178 5.45914 -0.047 -0.017 0.030 0.001
C -2.66872 0.89853 1.50388 0.201 1.136 0.463 0.001
O -1.25025 -1.29180 -1.54495 -0.045 0.154 0.036 -0.009
C -0.64588 3.88584 -2.28848 0.028 0.044 0.027 0.000
C -3.53133 -2.51809 0.72766 -0.382 -0.256 0.266 0.001
H -5.58155 -0.66259 0.43968 -0.106 -0.094 -0.058 0.000
C -0.65052 -3.12081 2.93003 -0.122 -0.103 0.139 0.096
C -1.87246 -1.22613 -3.85479 0.071 -0.097 0.018 0.000
Si 0.80919 2.45586 -0.14382 0.067 0.311 -0.206 0.004
H -1.01205 -3.84940 -3.69288 0.016 -0.020 -0.061 0.000
H -1.64789 -1.59180 -4.85985 0.016 -0.019 -0.041 0.000
N -2.35013 -0.33959 1.27196 0.349 -0.748 -0.037 -0.004
C 1.21156 4.06754 0.84341 -0.020 -0.092 -0.095 0.000
S -4.40262 -4.90949 0.76861 0.117 0.097 -0.004 0.002
S 4.77302 -1.42253 1.81361 0.010 0.022 -0.010 0.033
C 1.85878 5.14666 -0.02636 -0.015 -0.021 0.025 0.000
C -0.56186 -4.40072 3.39474 -0.120 0.151 0.070 0.099
O -0.19657 -0.16019 3.21134 -0.132 -0.109 -0.171 0.044
Cr 0.08503 -0.66147 1.31715 -0.353 0.161 0.227 2.926
N -1.82153 1.84659 1.94654 -1.568 0.149 0.402 0.002
H 0.19929 4.55422 -2.37975 0.079 0.067 -0.005 0.000
H 2.46402 -2.26371 -3.63692 0.052 0.026 -0.003 0.000
C 4.65686 1.29887 -1.21803 0.022 -0.053 0.017 0.000
H 0.18049 5.59964 1.97518 0.012 0.065 0.017 0.000
```
Positions in Å, forces in eV/Å.